Entry from the OMol25 dataset: C5H13NO as an isolated structure (ωB97M-V/def2-TZVPD).

## Properties
Highest occupied orbital energy   -8.8 eV
Multiplicity   1
Charge   0
Gap between HOMO and LUMO   0.3548 hartree
Energy above the lowest of the compared OMol25 structures with the same formula, charge and spin   452.5 kJ/mol
Strongest force on any atom   0.087 hartree/bohr

Each line ends with the Löwdin charge.
Geometry (Å):
1 O -0.92829 -1.37035 0.44417  -0.05
2 N 1.45394 1.27582 -0.40236  -0.08
3 C 2.51079 0.81865 0.53357  -0.26
4 C -3.89117 -0.31871 -0.32633  -0.05
5 C 2.81785 -0.69142 0.32653  -0.08
6 C 0.39912 0.36692 -0.70384  -0.16
7 C -0.43375 -0.06231 0.28194  -0.24
8 H -1.14040 -0.93425 -0.51189  0.12
9 H 3.41236 1.38149 0.27286  0.10
10 H -0.88947 0.52396 1.08162  0.13
11 H 2.17962 1.07027 1.54368  0.10
12 H -4.12759 -1.37153 -0.43715  0.02
13 H 3.03252 -0.77746 -0.73210  0.07
14 H 3.61677 -1.03329 0.96477  0.07
15 H -3.39180 0.00903 -1.24342  0.02
16 H 1.25436 2.24300 -0.19832  0.10
17 H -4.84834 0.19539 -0.21838  0.02
18 H 1.92442 -1.27118 0.51345  0.05
19 H -3.29278 -0.08144 0.54212  0.00
20 H 0.34187 0.02740 -1.73094  0.11

Atoms 1-3, force components in eV/Å:
O -0.794 1.949 -3.963
N 0.227 0.498 -0.363
C -0.453 -0.677 -0.322



Entry from the OMol25 dataset: a 3-piece molecular cluster, C23H49N2O12P3 overall (ωB97M-V/def2-TZVPD).

## Properties
Highest occupied orbital energy   -9.9 eV
Multiplicity   1
Charge   0
Gap between HOMO and LUMO   0.2876 hartree
SMILES string   CCOCCCCC[C@H](C#N)[C@@H](C#N)P(=O)(O)O.CCOP(=O)(OCC)OCC.CCOP(=O)(OCC)OCC
Strongest force on any atom   0.243 hartree/bohr

Each line ends with the Löwdin charge.
Geometry (Å):
1 P -1.29866 6.13476 -4.95664  0.73
2 P -4.07420 -3.10430 3.48025  0.75
3 P 0.80750 -0.61552 -0.80652  0.74
4 O 1.10579 0.49585 -2.09833  -0.21
5 O -5.06545 -4.17554 2.47426  -0.24
6 O -1.34169 4.99494 -6.15757  -0.24
7 O 2.44926 -0.58974 -0.58925  -0.24
8 O -0.77661 7.21746 -6.20088  -0.21
9 O -5.00856 -1.85197 3.87673  -0.39
10 O 0.54052 -1.61022 0.34969  -0.24
11 O 0.46202 0.75102 0.08058  -0.23
12 O -1.76591 5.16572 -3.84301  -0.23
13 O 4.67288 -4.47665 3.51459  -0.21
14 O -2.76243 -2.49593 2.50021  -0.20
15 O 0.32436 6.00289 -4.60717  -0.23
16 N -1.32412 -4.80493 7.98734  0.10
17 N -3.85855 -2.17376 7.51352  0.12
18 C 4.54299 -3.67072 4.73788  -0.26
19 C 0.11968 0.47600 -3.11972  -0.32
20 C 3.19819 -1.67761 -1.09859  -0.31
21 C 3.37296 -4.76753 2.89096  -0.21
22 C 3.30608 -1.61112 -2.60985  -0.08
23 C -0.15763 -6.36411 4.50898  -0.20
24 C -3.79912 -2.83566 6.38268  -0.13
25 C 0.28007 0.51000 2.47493  -0.07
26 C 2.39505 -5.76487 3.75163  -0.17
27 C -1.75800 -5.90391 4.45626  -0.16
28 C -3.53402 -3.90639 5.12768  -0.27
29 C -0.45896 0.69030 1.15970  -0.30
30 C -1.94625 -4.39665 5.15268  -0.28
31 C -1.44173 -4.38317 6.74619  -0.11
32 C -1.23768 0.92405 -2.61043  -0.08
33 C -1.08487 8.58062 -5.95034  -0.32
34 C -2.60335 4.66673 -6.70919  -0.31
35 C 0.75070 5.71462 -3.28372  -0.30
36 C -3.11149 5.77168 -7.61521  -0.09
37 C -0.36013 9.11372 -4.72840  -0.08
38 C 4.29505 -2.06618 4.48968  -0.11
39 C 1.00497 4.22525 -3.12364  -0.07
40 C 0.77657 -5.43759 3.48583  -0.20
41 H -1.28350 -3.60129 4.56462  0.13
42 H 1.68313 6.25946 -3.11026  0.12
43 H -3.32176 4.45431 -5.91142  0.11
44 H -2.19687 -5.87942 3.37135  0.12
45 H 3.61765 -5.34396 1.87471  0.14
46 H -1.00629 1.63704 1.18143  0.12
47 H 0.06056 -0.53368 -3.54026  0.11
48 H 1.86483 3.91920 -3.72744  0.08
49 H 0.31775 -6.22552 5.58310  0.11
50 H -2.45259 -3.30662 1.97111  0.09
51 H 0.58212 -4.29405 3.67248  0.10
52 H 2.62568 -5.82197 4.89740  0.11
53 H 2.78973 -3.78733 2.54079  0.12
54 H -0.42432 0.33432 3.29384  0.08
55 H 2.32990 -1.77853 -3.07625  0.06
56 H -4.23350 -4.85570 5.29927  0.15
57 H -0.78619 9.15244 -6.83423  0.12
58 H -0.70704 8.61896 -3.81633  0.07
59 H 5.28599 -1.49479 4.20397  0.08
60 H -2.35183 6.05398 -8.35016  0.08
61 H 0.02853 6.08570 -2.54916  0.10
62 H -1.20122 -0.09823 0.99827  0.10
63 H 3.46713 -1.89252 3.67587  0.07
64 H -1.63804 0.21650 -1.87825  0.07
65 H 3.92609 -1.62601 5.53614  0.09
66 H 0.86693 1.40404 2.70705  0.08
67 H 0.71644 8.93059 -4.80299  0.09
68 H -5.83509 -3.57329 2.18458  0.10
69 H -4.01771 5.45514 -8.14199  0.08
70 H 3.65510 -0.62595 -2.93319  0.09
71 H -1.16550 1.89556 -2.11138  0.08
72 H 0.49851 -5.72379 2.38020  0.12
73 H -0.53133 10.18809 -4.61604  0.08
74 H 0.15894 3.62423 -3.46435  0.05
75 H 3.72587 -4.03571 5.49168  0.11
76 H -2.47461 3.74976 -7.29250  0.12
77 H 3.99633 -2.37471 -2.98325  0.08
78 H 1.20920 3.97767 -2.07739  0.09
79 H -2.45235 -6.63585 5.09063  0.13
80 H 4.19918 -1.61677 -0.66043  0.12
81 H -1.95348 0.99939 -3.43393  0.08
82 H -0.01740 -7.51660 4.24718  0.13
83 H 0.98650 -0.32234 2.43945  0.06
84 H -3.35143 6.66897 -7.03576  0.06
85 H 2.75366 -2.62554 -0.78000  0.10
86 H -2.16881 8.68661 -5.83350  0.11
87 H 2.54660 -6.86632 3.32613  0.12
88 H 0.45590 1.14989 -3.91362  0.12
89 H 5.58740 -3.75692 5.30908  0.14

Atoms 1-3, force components in eV/Å:
P 6.805 -7.021 -2.019
P -4.591 5.892 -0.892
P 5.257 5.334 6.739



Entry from the OMol25 dataset: a 2-piece molecular cluster, C27H48BrClN2O2S overall (ωB97M-V/def2-TZVPD).

## Properties
Highest occupied orbital energy   -6.9 eV
Multiplicity   1
Charge   0
Gap between HOMO and LUMO   0.2240 hartree
Strongest force on any atom   0.057 hartree/bohr

Each line ends with the Löwdin charge.
Geometry (Å):
1 Br 0.37403 -5.19742 0.46337  -0.33
2 Cl -2.73726 5.18381 -2.52384  0.41
3 S -0.77072 5.04791 -2.00865  0.33
4 O -0.00330 5.81079 -2.93778  -0.33
5 O -0.66297 5.35776 -0.61849  -0.33
6 N -5.84409 1.18706 0.66071  -0.13
7 N -0.66011 -1.30843 0.65306  0.19
8 C 1.30974 -2.69075 -1.02541  -0.28
9 C 5.51853 0.19815 -1.36138  -0.20
10 C 6.41072 -0.02096 2.17386  -0.21
11 C -5.44122 2.46234 0.91202  -0.10
12 C 3.50298 -1.38317 -1.35893  -0.19
13 C 5.56882 0.97648 -0.03210  -0.20
14 C -0.18200 -2.63246 -1.37758  -0.21
15 C 4.21131 -1.32315 2.43292  -0.12
16 C -0.96049 -1.45853 -0.78156  -0.35
17 C -4.15539 -1.78813 1.35997  -0.13
18 C 4.07102 -0.03085 -1.81751  -0.21
19 C -2.43644 -2.02458 -0.67271  -0.04
20 C -4.16689 -0.53426 2.23796  -0.20
21 C 5.66854 -1.37238 1.97694  -0.25
22 C -4.86638 1.90432 -1.17766  -0.11
23 C -0.43349 3.31975 -2.26892  -0.28
24 C -1.05037 -0.12528 -1.56777  -0.09
25 C -5.55670 -0.14990 2.72202  -0.17
26 C -5.49705 0.83456 -0.60768  -0.11
27 C -1.04725 2.43515 -1.17994  -0.21
28 C -1.56108 -1.62705 1.49660  0.06
29 C 1.98619 -1.32626 -1.20998  -0.22
30 C 6.79646 0.64163 0.84963  -0.21
31 C -2.75933 -2.16785 0.83865  -0.23
32 C -0.27497 1.10133 -1.02515  -0.17
33 C -4.81887 2.92990 -0.20658  -0.10
34 C -6.50928 0.31421 1.60810  -0.14
35 H -2.54008 -3.03065 -1.07205  0.12
36 H 6.17108 -2.15461 2.54667  0.10
37 H -0.59421 -3.54990 -0.96587  -0.04
38 H -2.10349 2.24618 -1.36166  0.08
39 H -4.84121 -1.70441 0.51759  0.10
40 H -0.64716 -0.34328 -2.55811  0.12
41 H -2.64939 -3.24986 1.02452  0.16
42 H 5.61186 2.04307 -0.25969  0.11
43 H -3.69728 0.29898 1.70415  0.12
44 H 4.65178 0.81147 0.53741  0.09
45 H -3.19147 -1.46093 -1.22161  0.11
46 H 5.74360 -1.63896 0.92076  0.09
47 H -3.55895 -0.74793 3.12174  0.11
48 H -6.96786 -0.51837 1.07792  0.12
49 H 1.59116 -0.87408 -2.13116  0.11
50 H 1.39523 -3.10470 -0.01411  -0.03
51 H 3.80423 -2.17199 -2.04973  0.12
52 H -4.46603 1.94935 -2.17806  0.09
53 H 4.18471 -1.26322 3.52356  0.07
54 H -5.46658 0.66964 3.43892  0.11
55 H -0.87628 3.07677 -3.23516  0.11
56 H 7.49353 0.01174 0.29240  0.11
57 H 1.76088 -0.61893 -0.40152  0.09
58 H 5.75580 0.65483 2.72922  0.11
59 H 1.78187 -3.40168 -1.70208  0.11
60 H -5.59621 2.94400 1.86274  0.12
61 H 3.68479 -0.44950 2.04167  0.05
62 H 3.45762 0.73512 -1.32480  0.10
63 H 7.31865 -0.22473 2.74360  0.10
64 H -0.31197 -2.66070 -2.46246  0.13
65 H -4.52242 -2.61355 1.97446  0.12
66 H -4.37283 3.90272 -0.32459  0.07
67 H -5.71373 -0.13450 -1.02470  0.12
68 H 3.93516 -1.59320 -0.37591  0.09
69 H 6.08383 -0.73221 -1.29723  0.10
70 H 0.22656 -0.92766 0.96416  0.16
71 H 5.99647 0.83637 -2.10941  0.11
72 H -2.08594 0.17273 -1.71339  0.09
73 H -1.38267 -1.49882 2.55618  0.16
74 H -6.02094 -0.98022 3.26031  0.12
75 H 0.01158 1.00186 0.02211  0.10
76 H -0.97082 2.97919 -0.23842  0.11
77 H 3.65090 -2.21603 2.14815  0.07
78 H 0.65338 3.26107 -2.31054  0.11
79 H 7.32366 1.56941 1.08550  0.10
80 H 3.92265 0.10912 -2.89043  0.11
81 H 0.66252 1.17368 -1.57722  0.09
82 H -7.31863 0.87361 2.07997  0.12

Atoms 1-3, force components in eV/Å:
Br -0.471 -0.715 0.742
Cl -0.095 -0.039 -0.039
S 1.010 0.297 0.306



Entry from the OMol25 dataset: C13H23GeINO4RhS as an isolated structure (ωB97M-V/def2-TZVPD).

## Properties
Highest occupied orbital energy (spin up / spin down)   -16.0 / -16.0 eV
Multiplicity   5
Charge   +2
Gap between HOMO and LUMO (spin up / spin down)   0.3584 / 0.1975 hartree
⟨S²⟩   6.016
Energy above the lowest of the compared OMol25 structures with the same formula, charge and spin   0.0 kJ/mol
Strongest force on any atom   0.025 hartree/bohr

Each line ends with the Löwdin charge.
Geometry (Å):
1 I -1.23476 4.71628 -2.45206  1.12
2 Rh -2.12060 2.46235 -1.34514  0.95
3 Ge 0.60259 -0.96912 -0.50828  1.05
4 S -1.97589 0.12555 -0.48706  0.32
5 O -1.96040 1.18725 0.53877  -0.34
6 O -2.95482 0.51306 -1.52156  -0.35
7 O -0.55166 0.31887 -1.19141  -0.46
8 O -2.01705 -1.21994 -0.01906  -0.26
9 N -2.80346 4.17480 -0.09572  -0.12
10 C -2.18956 5.23833 -0.60586  -0.68
11 C -3.45002 5.48013 1.76552  0.00
12 C 0.53929 -1.03168 1.55229  -0.17
13 C 3.09763 -0.65502 1.75955  -0.26
14 C -3.42813 4.27571 1.07828  -0.07
15 C 0.21129 -2.80525 -1.31636  -0.17
16 C 2.91197 0.85770 1.75911  -0.10
17 C 1.20534 -4.63846 -2.65659  -0.21
18 C 1.85047 -1.45748 2.14405  -0.24
19 C 0.70338 -5.83986 -1.87618  -0.09
20 C 1.51828 -3.40436 -1.75528  -0.25
21 C -2.80113 6.57729 1.22273  0.00
22 C -2.14079 6.46819 -0.00084  -0.07
23 H 0.50217 -4.36503 -3.44501  0.12
24 H -0.27817 -1.70884 1.78589  0.09
25 H 2.10630 -2.68956 -2.33777  0.11
26 H 2.11742 1.17231 1.07679  0.05
27 H 0.24170 -0.00079 1.77152  0.09
28 H -2.79479 7.52591 1.74308  0.13
29 H 2.15609 -4.87279 -3.14245  0.13
30 H 2.66500 1.22244 2.75834  0.09
31 H -3.90523 3.38015 1.45191  0.13
32 H 0.72297 -6.72341 -2.51538  0.09
33 H -0.33300 -5.72793 -1.55289  0.08
34 H 3.83236 1.34774 1.44732  0.09
35 H -0.46078 -2.55289 -2.14438  0.11
36 H -3.97127 5.54991 2.70924  0.13
37 H 1.69559 -1.36058 3.23324  0.15
38 H 3.43182 -0.97989 0.76723  0.09
39 H 2.02182 -2.52318 1.97512  0.12
40 H -1.63046 7.30775 -0.45038  0.12
41 H 1.86113 -0.30408 -1.09207  0.04
42 H 3.90059 -0.92350 2.44517  0.12
43 H -0.33347 -3.37675 -0.56766  0.10
44 H 2.11430 -3.73149 -0.90196  0.12
45 H 1.32594 -6.03983 -1.00382  0.09

Atoms 1-3, force components in eV/Å:
I 0.081 0.790 0.005
Rh -0.516 1.016 0.569
Ge 0.941 0.777 -0.421



Entry from the OMol25 dataset: a 3-piece molecular cluster, C29H50Cl2FN5O overall (ωB97M-V/def2-TZVPD).

## Properties
Highest occupied orbital energy   -8.1 eV
Multiplicity   1
Charge   0
Gap between HOMO and LUMO   0.2905 hartree
SMILES string   C/C(Cl)=C(/Cl)c1nc2cc(C)c(CCN)c(C[C@H](C)F)c2nc1O.CCN(CC)CC.CCN(CC)CC
Energy above the lowest of the compared OMol25 structures with the same formula, charge and spin   0.0 kJ/mol
Strongest force on any atom   0.020 hartree/bohr

Each line ends with the Löwdin charge.
Geometry (Å):
1 Cl -3.36894 -1.77524 -4.99880  0.68
2 Cl -0.91335 -0.68934 -6.64634  0.71
3 F 2.16357 6.23201 -3.87571  -0.04
4 O -1.29672 2.41616 -4.93771  0.09
5 N -5.69834 -2.54480 0.03533  -0.20
6 N 0.63728 2.68920 -3.74412  0.22
7 N 0.91790 -0.11757 -3.75869  0.22
8 N 1.67491 -0.04434 4.54091  -0.20
9 N 3.71585 2.18605 1.15188  0.01
10 C -7.06049 -2.87621 0.41401  -0.25
11 C 5.03464 0.14104 -1.16787  -0.05
12 C 2.65382 2.87025 -2.43338  -0.09
13 C -2.36059 -0.44897 -2.82639  -0.08
14 C 3.37327 -1.20184 3.15836  -0.09
15 C 2.70443 4.94172 -3.86112  -0.37
16 C 2.94153 0.08752 -2.50304  0.03
17 C 1.35325 0.54143 5.83088  -0.25
18 C -0.20337 1.89490 -4.32063  -0.32
19 C 4.17165 5.04448 -4.25241  -0.01
20 C 2.90098 -0.82037 4.55195  -0.27
21 C -2.15794 -0.78694 -4.27120  -0.73
22 C 0.56483 -0.64278 3.81957  -0.25
23 C 0.08053 -2.03019 4.26358  -0.08
24 C -5.83721 -3.77493 -2.11695  -0.09
25 C -5.04532 -3.49146 -0.84977  -0.28
26 C 1.83521 0.68207 -3.13883  -0.19
27 C 4.68780 3.06844 -0.93226  -0.13
28 C -0.08784 0.48031 -4.32445  -0.26
29 C -4.36613 -3.08342 2.15904  -0.08
30 C 2.45526 4.36221 -2.47741  -0.10
31 C 3.87518 0.84174 -1.82127  -0.20
32 C -7.30694 -4.21360 1.12690  -0.08
33 C 4.04205 3.42104 0.43355  -0.24
34 C -4.84128 -2.07214 1.10757  -0.25
35 C 3.70948 2.26253 -1.76073  -0.12
36 C 1.68893 2.07453 -3.12372  -0.14
37 C 1.02832 -0.40145 6.99648  -0.09
38 C -1.12562 -0.34868 -4.97645  -0.69
39 H -1.02228 3.15701 -5.48645  0.12
40 H -3.98655 -4.00022 1.70705  0.07
41 H 4.38307 4.58083 -5.21038  0.08
42 H 4.83710 4.61663 -3.51149  0.06
43 H -3.20511 -0.98993 -2.41837  0.05
44 H -5.25602 -4.42275 -2.77412  0.07
45 H -5.35049 -1.24826 1.61525  0.11
46 H 5.56535 2.47422 -0.71297  0.10
47 H -3.55382 -2.64788 2.74421  0.06
48 H 3.09775 3.91037 0.22380  0.10
49 H 4.70858 4.06401 1.00501  0.11
50 H 2.88218 2.28028 1.70942  0.07
51 H -7.04456 -4.17124 2.18282  0.05
52 H -6.75101 -5.03244 0.66865  0.07
53 H 0.51928 1.23525 5.69423  0.11
54 H 2.68040 -1.88081 2.66067  0.07
55 H 4.33640 -1.71076 3.21863  0.07
56 H -7.67519 -2.85421 -0.48891  0.10
57 H 3.02530 -0.98641 -2.54215  0.12
58 H 4.94964 3.98175 -1.44902  0.09
59 H 5.05733 0.35608 -0.10782  0.06
60 H 2.20332 1.16536 6.12489  0.11
61 H 3.67689 -0.21109 5.02346  0.12
62 H -5.15737 -3.34642 2.85952  0.06
63 H 0.84300 -0.70252 2.76437  0.10
64 H 3.49543 -0.31759 2.53014  0.06
65 H 4.48881 1.87660 1.72072  0.06
66 H -0.51816 -2.48023 3.46933  0.07
67 H -8.36717 -4.46838 1.07096  0.07
68 H -0.54964 -1.98204 5.15043  0.06
69 H 4.95261 -0.92562 -1.33632  0.08
70 H -1.46689 -0.63226 -2.24199  0.08
71 H 3.11011 4.87871 -1.78654  0.10
72 H -6.05262 -2.85129 -2.65579  0.08
73 H -0.27406 0.05732 3.84505  0.11
74 H 0.90929 -2.70877 4.46922  0.07
75 H 2.15855 4.37813 -4.60680  0.12
76 H -4.08102 -3.06426 -1.13991  0.11
77 H 1.05036 0.15650 7.93468  0.07
78 H -3.95667 -1.62326 0.64310  0.10
79 H 5.96340 0.45111 -1.64396  0.09
80 H -4.82097 -4.44944 -0.35377  0.10
81 H -6.77945 -4.28373 -1.91037  0.06
82 H 4.43765 6.09262 -4.34355  0.08
83 H 0.03331 -0.83466 6.90656  0.06
84 H 2.81768 -1.73642 5.15817  0.10
85 H 1.43957 4.63938 -2.20546  0.13
86 H 1.75129 -1.21276 7.08369  0.07
87 H -7.44820 -2.06260 1.03201  0.11
88 H -2.59705 0.61271 -2.76063  0.09

Atoms 1-3, force components in eV/Å:
Cl -0.155 -0.074 -0.036
Cl 0.141 0.053 -0.180
F -0.143 0.210 0.021



E (Eh)
-328.14651 -2941.84943 -4749.90831 -3747.49700 -2504.26192
M (g/mol)
103.2 638.6 580.1 591.8 574.7